Entry 1:
Molecular formula: C2H3NO2
Method: DFT, the ωB97M-V functional and the def2-TZVPD basis

## Properties
E_LUMO (eV): 0.91
Energy above the lowest of the compared OMol25 structures with the same formula, charge and spin (kJ/mol): 415.2
SMILES string: C#[N+][O-].C=O
E_tot (hartree): -283.099871
Max |F| (eV/Å): 1.5

Geometry as ORCA input:
```
! RIJCOSX wB97M-V def2-TZVPD def2/J DEFGRID3
* xyz 0 1
C -3.04 -0.28 -0.30
C 1.79 0.20 -0.23
N -1.98 0.18 -0.31
O 1.56 -0.81 0.36
O -0.88 0.64 -0.39
H -4.03 -0.49 -0.02
H 2.57 0.17 -1.02
H 1.25 1.10 -0.01
*
```

***

Entry 2:
Molecular formula: C2H3NO2
Method: DFT, the ωB97M-V functional and the def2-TZVPD basis

## Properties
E_LUMO (spin up / spin down) (eV): -1.02 / -1.28
Energy above the lowest of the compared OMol25 structures with the same formula, charge and spin (kJ/mol): 417.2
E_tot (hartree): -283.099084
Max |F| (eV/Å): 5.0

Geometry as ORCA input:
```
! RIJCOSX wB97M-V def2-TZVPD def2/J DEFGRID3
* xyz 0 1
C -1.44 -0.86 -0.87
C 0.89 0.50 0.57
N 0.25 0.50 -0.64
O -0.89 -1.09 -1.87
O -2.24 -0.79 -0.01
H 1.25 -0.31 1.01
H 1.83 1.02 0.43
H 0.36 1.05 1.39
*
```

***

Entry 3:
Molecular formula: C2H3NO2S
Method: DFT, the ωB97M-V functional and the def2-TZVPD basis

## Properties
E_LUMO (eV): -0.60
Energy above the lowest of the compared OMol25 structures with the same formula, charge and spin (kJ/mol): 189.8
SMILES string: O=CC(=O)NS
E_tot (hartree): -681.387017
Max |F| (eV/Å): 4.3

Geometry as ORCA input:
```
! RIJCOSX wB97M-V def2-TZVPD def2/J DEFGRID3
* xyz 0 1
C -0.97 -0.44 0.00
C -1.20 1.12 -0.17
H 2.15 0.36 0.95
H 0.37 -1.82 0.67
H -2.25 1.43 -0.52
N 0.31 -0.83 0.29
O -1.92 -1.25 -0.06
O -0.26 1.84 0.22
S 1.75 -0.18 -0.21
*
```

***

Entry 4:
Molecular formula: C2H3NO2S
Method: DFT, the ωB97M-V functional and the def2-TZVPD basis

## Properties
E_LUMO (eV): -0.64
Energy above the lowest of the compared OMol25 structures with the same formula, charge and spin (kJ/mol): 476.3
SMILES string: O=NOCC=S
E_tot (hartree): -681.277918
Max |F| (eV/Å): 3.5

Geometry as ORCA input:
```
! RIJCOSX wB97M-V def2-TZVPD def2/J DEFGRID3
* xyz 0 1
C 2.39 -0.68 -1.12
C 2.21 -1.16 0.25
N 4.37 0.31 -0.51
O 4.46 -0.71 0.12
O 3.36 0.36 -1.31
S 1.45 -0.21 1.25
H 2.73 -1.39 -1.90
H 1.50 -0.21 -1.53
H 2.22 -2.28 0.37
*
```

***

Entry 5:
Molecular formula: C2H3NO2S
Method: DFT, the ωB97M-V functional and the def2-TZVPD basis

## Properties
E_LUMO (eV): 0.07
Energy above the lowest of the compared OMol25 structures with the same formula, charge and spin (kJ/mol): 486.0
E_tot (hartree): -681.274229
Max |F| (eV/Å): 2.3

Geometry as ORCA input:
```
! RIJCOSX wB97M-V def2-TZVPD def2/J DEFGRID3
* xyz 0 1
C -1.19 0.03 0.16
C 2.08 -1.97 -0.87
N -0.02 0.62 0.06
O -1.36 -1.16 0.07
O 0.00 2.05 0.26
S 0.84 -2.86 -0.97
H -1.87 0.91 0.29
H 0.72 -0.01 0.32
H 0.80 2.39 0.67
*
```

***

Entry 6:
Molecular formula: C2H3NO2S
Method: DFT, the ωB97M-V functional and the def2-TZVPD basis

## Properties
E_LUMO (eV): 0.50
Energy above the lowest of the compared OMol25 structures with the same formula, charge and spin (kJ/mol): 222.7
SMILES string: O=CO/C=N\S
E_tot (hartree): -681.374485
Max |F| (eV/Å): 5.3

Geometry as ORCA input:
```
! RIJCOSX wB97M-V def2-TZVPD def2/J DEFGRID3
* xyz 0 1
C 0.48 -0.42 -0.56
C -0.32 1.72 -0.19
H -0.76 -1.89 1.89
H 0.80 -0.04 -1.62
H -0.81 2.20 0.73
N 0.56 -1.67 -0.26
O -0.10 0.43 0.23
O 0.16 2.26 -1.12
S 0.00 -2.59 0.91
*
```

***

Among the records above, which one has the lowest energy above the lowest of the compared OMol25 structures with the same formula, charge and spin?
number 3

***

Which of these has the highest energy above the lowest of the compared OMol25 structures with the same formula, charge and spin?
number 5